Molecular formula: C49H63CaN8O5PSe2Te
Method: DFT, ωB97M-V/def2-TZVPD

Positions of all 130 atoms, in Å:
Ca -0.10 1.73 1.27
C -5.19 2.53 -0.39
N -3.84 2.28 -0.84
C -3.72 1.90 -2.24
C -2.75 2.28 -0.05
O -1.65 1.92 -0.48
C -2.84 2.80 1.39
O -1.58 3.15 1.78
C -0.81 3.89 3.84
C 0.51 3.89 3.33
O 1.09 2.87 2.90
N 1.19 5.11 3.25
C 0.98 6.17 4.21
C 2.54 5.08 2.72
H -5.64 3.33 -0.98
H -5.22 2.81 0.66
H -5.80 1.63 -0.52
H -4.10 2.70 -2.88
H -4.28 0.98 -2.44
H -2.67 1.73 -2.46
H -3.29 1.99 2.00
H -3.54 3.66 1.41
H -1.24 2.96 4.16
H -1.38 4.79 4.01
H -0.04 6.15 4.59
H 1.15 7.14 3.74
H 1.67 6.08 5.06
H 2.62 4.28 1.99
H 3.28 4.92 3.51
H 2.75 6.04 2.23
Se -3.76 -1.04 3.51
P -2.83 -2.00 1.80
Se -1.42 -1.10 0.45
C -4.23 -2.68 0.83
C -5.15 -3.53 1.45
C -6.23 -4.01 0.73
C -6.41 -3.65 -0.60
C -5.50 -2.81 -1.21
C -4.41 -2.32 -0.50
C -1.98 -3.51 2.40
C -1.24 -3.47 3.57
C -0.48 -4.57 3.95
C -0.44 -5.70 3.15
C -1.15 -5.73 1.96
C -1.92 -4.64 1.59
H -5.01 -3.79 2.49
H -6.95 -4.67 1.22
H -7.26 -4.02 -1.15
H -5.63 -2.53 -2.25
H -3.68 -1.67 -0.97
H -1.27 -2.58 4.19
H 0.08 -4.55 4.88
H 0.15 -6.56 3.44
H -1.11 -6.60 1.32
H -2.48 -4.65 0.66
C 3.52 -1.86 2.09
N 2.80 -1.36 3.24
C 2.73 -2.30 4.35
C 1.79 -0.43 3.00
N 1.47 0.03 1.88
N 1.13 -0.01 4.17
C -0.19 0.46 4.15
N -0.66 0.73 5.42
N -0.87 0.57 3.09
H 4.44 -2.33 2.42
H 3.79 -1.03 1.43
H 2.93 -2.59 1.52
H 3.74 -2.50 4.71
H 2.27 -3.24 4.04
H 2.14 -1.88 5.16
H 1.87 -0.42 1.06
H 1.70 0.39 4.89
H -0.21 0.28 6.20
H -1.67 0.72 5.49
H -1.85 0.79 3.26
C 2.57 -6.42 -4.96
C 2.31 -5.13 -4.23
C 2.72 -3.91 -4.77
C 2.50 -2.71 -4.10
C 2.96 -1.44 -4.77
C 1.86 -2.69 -2.85
Te 1.67 -0.79 -1.73
N 1.32 1.49 -0.50
C 1.84 2.60 -0.58
O 1.15 3.78 0.02
C 3.17 2.98 -1.12
C 3.49 4.27 -1.53
C 4.76 4.57 -1.99
C 5.74 3.59 -2.04
C 5.43 2.29 -1.65
C 4.16 1.99 -1.19
C 0.16 -0.23 -3.11
C -0.95 -1.06 -3.19
C -1.97 -0.82 -4.09
C -1.88 0.28 -4.94
C -0.77 1.11 -4.87
C 0.27 0.88 -3.97
C 1.43 1.83 -3.94
C 1.43 -3.92 -2.32
C 0.68 -4.00 -1.01
C 1.66 -5.11 -3.01
H 3.23 -6.26 -5.81
H 1.64 -6.86 -5.32
H 3.05 -7.15 -4.30
H 3.22 -3.90 -5.73
H 3.62 -1.65 -5.61
H 3.48 -0.79 -4.06
H 2.09 -0.88 -5.14
H 2.72 5.04 -1.51
H 4.99 5.58 -2.31
H 6.74 3.84 -2.37
H 6.18 1.52 -1.71
H 3.89 0.99 -0.88
H -1.03 -1.90 -2.51
H -2.83 -1.47 -4.13
H -2.66 0.48 -5.66
H -0.70 1.96 -5.54
H 1.77 2.05 -4.96
H 2.26 1.41 -3.37
H 1.13 2.76 -3.47
H 0.99 -3.23 -0.31
H 0.82 -4.98 -0.54
H -0.39 -3.85 -1.17
H 1.31 -6.04 -2.58
C -0.45 5.52 0.06
C 0.27 4.46 -0.73
O 0.14 4.30 -1.92
H -1.18 6.02 -0.58
H 0.27 6.24 0.44
H -0.95 5.03 0.90

Values from the calculation:
E_HOMO (alpha / beta) = -4.36 / -4.36 eV
energy relative to the best compared isomer or geometry (same formula, charge and spin) = 23.6 kcal per mole
lowest unoccupied orbital energy (alpha / beta) = 2.12 / 1.83 eV
<S²> = 0.755
spin multiplicity = 2
largest force on an atom = 1.5 eV/Å
net charge = -1
DFT total energy = -239713.2898 eV

Mulliken population analysis, charges in e, atoms 1 to 99: 0.682 -1.082 0.370 -0.738 0.583 -0.044 -1.622 -0.268 -1.196 1.279 -0.612 0.566 -1.079 -0.978 0.293 0.386 0.311 0.382 0.297 -0.203 0.182 0.495 0.003 0.288 0.344 0.292 0.305 0.085 0.342 0.349 -0.560 0.965 0.310 0.109 -0.461 -0.661 -0.557 -0.636 0.009 -0.064 -0.277 -0.638 -0.509 -0.614 -0.450 0.388 0.377 0.366 0.404 -0.025 0.121 0.469 0.379 0.434 0.304 -1.101 0.065 -1.113 -0.195 0.661 0.150 -1.005 -0.346 0.968 0.348 0.322 0.332 0.364 0.282 0.383 -0.578 0.330 0.237 0.294 -0.443 -1.567 0.780 -1.007 0.969 -1.313 -0.852 0.461 0.627 -0.157 0.553 0.587 -0.222 -0.994 -0.436 -1.177 0.186 0.314 -0.194 -0.858 -0.800 -0.642 1.339 -1.643 1.610